Record 1
Density functional theory data (wB97M-V/def2-TZVPD) for a cluster of 2 separate species, C5H11O3 in total in a non-equilibrium geometry.

Each line ends with the Löwdin charge.
Element x y z (Å)
C  0.456  0.761  -1.784  -0.495
C  -0.920  0.073  -1.853  -0.057
C  0.555  2.126  -1.032  -0.050
O  1.412  -0.143  -1.300  -0.104
H  0.866  0.907  -2.801  0.119
H  -1.520  0.231  -2.724  0.050
H  0.953  1.855  -0.042  0.060
H  1.257  2.816  -1.457  0.054
H  -0.457  2.399  -0.741  0.063
H  1.511  -0.269  -0.336  0.058
H  -1.398  0.175  -0.877  0.071
H  -0.628  -0.989  -1.808  0.081
C  -0.855  -1.446  2.825  -0.050
C  0.371  -1.302  1.837  -0.764
O  0.574  -0.162  1.368  -0.094
O  0.928  -2.380  1.527  -0.089
H  -0.344  -1.745  3.754  0.053
H  -1.345  -2.382  2.554  0.050
H  -1.416  -0.526  2.890  0.044

Its HOMO energy is -4.35 eV. The value obtained for the LUMO energy is 3.9 eV. The net charge is -1. The frontier orbital gap is 8.3 eV. Its spin multiplicity is 1. For the energy relative to the best compared isomer or geometry (same formula, charge and spin), the calculation gives 1.071 eV.

Record 2
Density functional theory data (wB97M-V/def2-TZVPD) for the molecule C5H8N2.

Each line ends with the Löwdin charge.
Element x y z (Å)
H  0.058  1.018  -2.368  0.053
N  0.511  1.273  -1.486  0.144
C  0.629  0.259  -0.729  -0.447
C  0.240  -1.154  -1.081  -0.042
C  1.336  0.460  0.597  -0.166
N  0.517  0.195  1.797  0.087
C  -0.696  0.221  1.642  -0.223
C  -1.975  0.292  1.392  0.013
H  -0.207  -1.690  -0.241  0.074
H  -0.458  -1.180  -1.920  0.079
H  1.149  -1.694  -1.366  0.086
H  2.222  -0.182  0.646  0.116
H  1.653  1.503  0.662  0.114
H  -2.538  -0.587  1.118  0.054
H  -2.441  1.264  1.338  0.058

Its HOMO energy is -9.09 eV. The value obtained for the LUMO energy is 0.9 eV. The frontier orbital gap is 10.0 eV. Its spin multiplicity is 1. Its structure (SMILES) is [H]/N=C(\C)CN=C=C. For the energy relative to the best compared isomer or geometry (same formula, charge and spin), the calculation gives 1.930 eV.

Record 3
Density functional theory data (wB97M-V/def2-TZVPD) for a cluster of 6 separate species, C44H53BrN6O13 in total.

Each line ends with the Löwdin charge.
Element x y z (Å)
C  1.226  3.708  0.437  -0.114
C  2.416  2.750  0.359  -0.279
C  3.051  2.711  -1.027  -0.209
C  4.154  1.639  -1.189  -0.204
C  3.766  0.537  -2.181  -0.215
C  2.815  -0.498  -1.539  -0.168
C  1.677  -0.900  -2.477  -0.132
N  0.483  -1.475  -1.826  -0.034
O  0.893  -2.116  -0.620  -0.119
C  -0.071  -3.088  -0.239  -0.207
C  0.302  -3.581  1.152  -0.215
C  1.797  -3.889  1.288  -0.106
C  -0.393  -0.411  -1.418  -0.529
O  -0.109  0.517  -0.730  0.133
O  -1.604  -0.605  -1.970  -0.013
C  -2.671  0.237  -1.572  -0.645
Br  -2.430  2.025  -2.344  0.742
C  -2.953  0.206  -0.074  -0.249
C  -3.749  1.394  0.468  -0.140
H  0.873  3.802  1.468  0.066
H  0.389  3.318  -0.152  0.057
H  1.487  4.702  0.063  0.071
H  2.073  1.752  0.652  0.093
H  3.171  3.044  1.100  0.109
H  3.483  3.696  -1.235  0.112
H  2.266  2.534  -1.774  0.110
H  5.109  2.087  -1.467  0.093
H  4.303  1.167  -0.209  0.110
H  4.654  0.054  -2.594  0.107
H  3.225  1.008  -3.010  0.083
H  3.368  -1.394  -1.247  0.116
H  2.400  -0.079  -0.621  0.094
H  1.335  -0.021  -3.032  0.127
H  2.030  -1.626  -3.216  0.125
H  -0.083  -3.916  -0.960  0.128
H  -1.072  -2.642  -0.221  0.113
H  -0.296  -4.468  1.373  0.109
H  0.052  -2.776  1.851  0.111
H  2.373  -2.985  1.484  0.069
H  1.986  -4.584  2.107  0.058
H  2.190  -4.349  0.374  0.079
H  -3.528  -0.147  -2.120  0.102
H  -2.028  0.107  0.489  0.106
H  -3.552  -0.698  0.088  0.121
H  -4.117  1.143  1.465  0.072
H  -4.604  1.626  -0.173  0.067
H  -3.119  2.282  0.546  0.064
O  3.156  -3.301  4.101  0.066
N  4.162  -3.796  4.568  -0.344
O  5.287  -3.588  4.165  0.084
C  4.002  -4.720  5.706  -0.146
C  2.728  -4.999  6.163  -0.004
C  2.584  -5.876  7.226  -0.066
C  3.704  -6.453  7.810  -0.072
C  4.974  -6.154  7.336  -0.065
C  5.132  -5.280  6.272  -0.003
H  1.870  -4.538  5.697  0.119
H  1.596  -6.109  7.598  0.108
H  3.586  -7.140  8.638  0.107
H  5.845  -6.603  7.793  0.108
H  6.110  -5.035  5.888  0.119
O  5.437  2.332  -4.065  0.072
N  5.779  2.808  -5.129  -0.342
O  6.540  3.744  -5.256  0.081
C  5.225  2.200  -6.352  -0.144
C  4.339  1.146  -6.225  0.003
C  3.815  0.581  -7.377  -0.057
C  4.181  1.070  -8.624  -0.076
C  5.075  2.129  -8.725  -0.072
C  5.606  2.705  -7.581  0.000
H  4.070  0.777  -5.247  0.103
H  3.122  -0.246  -7.300  0.109
H  3.776  0.624  -9.522  0.110
H  5.361  2.502  -9.698  0.104
H  6.302  3.527  -7.639  0.118
O  6.233  -1.159  -9.766  0.078
N  6.959  -0.379  -10.347  -0.342
O  6.573  0.479  -11.117  0.065
C  8.407  -0.473  -10.096  -0.146
C  8.870  -1.453  -9.238  -0.001
C  10.234  -1.540  -9.011  -0.063
C  11.104  -0.655  -9.635  -0.070
C  10.613  0.323  -10.490  -0.064
C  9.252  0.421  -10.727  -0.003
H  8.178  -2.130  -8.760  0.120
H  10.618  -2.300  -8.344  0.109
H  12.168  -0.729  -9.455  0.108
H  11.291  1.013  -10.973  0.108
H  8.851  1.174  -11.388  0.119
O  -8.960  1.371  5.969  0.063
N  -8.815  1.404  4.762  -0.341
O  -9.515  0.807  3.972  0.083
C  -7.715  2.224  4.227  -0.147
C  -6.887  2.888  5.113  -0.001
C  -5.846  3.646  4.601  -0.061
C  -5.653  3.730  3.229  -0.067
C  -6.503  3.057  2.359  -0.071
C  -7.546  2.294  2.856  0.001
H  -7.054  2.811  6.176  0.119
H  -5.185  4.171  5.277  0.109
H  -4.836  4.319  2.834  0.110
H  -6.349  3.125  1.291  0.104
H  -8.215  1.762  2.197  0.120
O  -14.997  2.214  10.828  0.073
N  -15.188  1.679  9.754  -0.356
O  -16.283  1.411  9.302  0.074
C  -14.008  1.328  8.944  -0.152
C  -12.749  1.596  9.450  -0.006
C  -11.644  1.255  8.687  -0.060
C  -11.807  0.658  7.443  -0.066
C  -13.084  0.405  6.956  -0.059
C  -14.199  0.739  7.708  -0.006
H  -12.641  2.061  10.418  0.117
H  -10.651  1.455  9.064  0.108
H  -10.941  0.396  6.854  0.081
H  -13.211  -0.054  5.985  0.109
H  -15.198  0.549  7.346  0.118

Its HOMO energy is -9.04 eV. The value obtained for the LUMO energy is -0.8 eV. The frontier orbital gap is 8.3 eV. Its spin multiplicity is 1. Its structure (SMILES) is CCCCCCCN(OCCC)C(=O)O[C@H](Br)CC.O=[N+]([O-])c1ccccc1.O=[N+]([O-])c1ccccc1.O=[N+]([O-])c1ccccc1.O=[N+]([O-])c1ccccc1.O=[N+]([O-])c1ccccc1.

Record 4
Density functional theory data (wB97M-V/def2-TZVPD) for the molecule H5P3S in a non-equilibrium geometry.

Each line ends with the Löwdin charge.
Element x y z (Å)
P  1.970  1.648  -0.148  0.312
P  0.854  0.034  0.320  0.210
P  -1.377  -0.309  -0.173  0.065
S  -2.717  1.047  0.066  0.045
H  2.325  0.744  -1.242  -0.234
H  1.221  -1.210  0.252  -0.112
H  0.766  0.309  1.634  -0.103
H  -1.631  -1.302  0.680  -0.109
H  -1.411  -0.961  -1.389  -0.076

Its HOMO energy is -7.95 eV. The value obtained for the LUMO energy is 0.2 eV. The frontier orbital gap is 8.2 eV. Its spin multiplicity is 1. Its structure (SMILES) is P=[PH2][PH2]=S. For the energy relative to the best compared isomer or geometry (same formula, charge and spin), the calculation gives 1.440 eV.

Record 5
Density functional theory data (wB97M-V/def2-TZVPD) for the molecule C19H24N2O4S.

Each line ends with the Löwdin charge.
Element x y z (Å)
C  0.782  -1.359  -4.601  -0.059
C  1.312  -1.789  -3.237  -0.252
O  2.005  -0.753  -2.570  -0.055
C  1.311  0.245  -1.963  -0.279
C  2.091  1.256  -1.393  0.000
C  1.505  2.287  -0.693  -0.020
C  0.120  2.334  -0.530  -0.291
N  -0.451  3.356  0.255  -0.179
C  -0.171  3.372  1.678  -0.082
C  -0.611  2.022  2.251  -0.439
O  -1.717  1.847  2.721  0.062
N  0.317  1.053  2.063  0.143
C  0.126  -0.339  2.095  -0.210
C  -0.894  -0.948  2.812  -0.006
C  -1.018  -2.325  2.766  -0.032
C  -0.155  -3.116  2.022  -0.243
C  -0.319  -4.605  1.996  -0.049
C  0.871  -2.499  1.297  -0.229
C  1.821  -3.308  0.469  -0.040
C  1.002  -1.122  1.350  0.019
S  -1.826  4.154  -0.255  0.624
C  -3.275  3.253  0.357  -0.098
O  -1.818  4.114  -1.686  -0.280
O  -1.805  5.426  0.402  -0.294
C  -0.656  1.349  -1.121  0.002
C  -0.072  0.318  -1.837  0.005
H  0.297  -2.200  -5.088  0.079
H  0.067  -0.546  -4.503  0.069
H  1.605  -1.016  -5.224  0.081
H  0.505  -2.180  -2.606  0.113
H  2.062  -2.576  -3.362  0.124
H  3.162  1.206  -1.514  0.122
H  2.117  3.066  -0.264  0.124
H  -0.764  4.186  2.097  0.125
H  0.891  3.565  1.860  0.130
H  1.170  1.331  1.595  0.127
H  -1.581  -0.352  3.387  0.103
H  -1.812  -2.796  3.328  0.111
H  -1.140  -4.912  2.639  0.075
H  -0.524  -4.952  0.984  0.081
H  0.591  -5.097  2.336  0.082
H  2.489  -2.661  -0.093  0.074
H  2.421  -3.960  1.103  0.086
H  1.278  -3.941  -0.232  0.079
H  1.793  -0.642  0.790  0.112
H  -4.044  3.997  0.519  0.068
H  -3.587  2.545  -0.399  0.058
H  -3.028  2.759  1.290  0.039
H  -1.727  1.383  -1.020  0.108
H  -0.714  -0.430  -2.273  0.111

Its HOMO energy is -8.34 eV. The value obtained for the LUMO energy is 0.6 eV. The frontier orbital gap is 8.9 eV. Its spin multiplicity is 1. Its structure (SMILES) is CCOc1ccc(N(CC(=O)Nc2ccc(C)c(C)c2)S(C)(=O)=O)cc1. For the energy relative to the best compared isomer or geometry (same formula, charge and spin), the calculation gives 1.458 eV.

Record 6
Density functional theory data (wB97M-V/def2-TZVPD) for a cluster of 3 separate species, C5H10N2O in total in a non-equilibrium geometry.

Each line ends with the Löwdin charge.
Element x y z (Å)
C  -0.110  -0.935  -0.425  -0.430
C  -0.172  -0.793  1.134  -0.009
C  -0.620  1.338  -0.276  -0.082
C  0.517  0.563  -0.526  -0.482
C  1.147  -0.562  -1.130  -0.029
H  -1.851  -0.975  -0.392  0.002
H  -1.204  -2.229  -1.179  0.148
H  0.887  -0.731  1.643  0.114
H  -0.749  -1.524  1.684  0.102
H  -1.697  1.066  -0.623  0.150
H  -0.507  2.336  -0.011  0.086
H  0.760  0.418  1.806  0.215
H  1.923  2.044  0.565  0.222
H  2.117  -0.662  -0.791  0.092
H  0.862  -0.512  -2.210  0.140
N  -1.271  -1.191  -1.037  0.127
N  1.454  0.660  0.606  -0.107
O  -0.799  0.852  1.234  -0.260

Its HOMO energy is -7.86 eV. The value obtained for the LUMO energy is 0.8 eV. The frontier orbital gap is 8.7 eV. Its spin multiplicity is 1. For the energy relative to the best compared isomer or geometry (same formula, charge and spin), the calculation gives 12.740 eV.

Record 7
Density functional theory data (wB97M-V/def2-TZVPD) for a structure of composition C15H15AuF3N2O2S3 in a non-equilibrium geometry.

Each line ends with the Mulliken spin population.
Element x y z (Å)
Au  -0.218  0.300  -0.391  0.438
O  0.935  1.981  -1.014  0.064
N  0.272  3.007  -1.555  -0.003
C  1.034  4.015  -2.082  -0.001
C  0.469  5.100  -2.682  0.001
C  -0.928  5.196  -2.768  0.000
C  -1.694  4.168  -2.224  -0.008
C  -1.099  3.077  -1.624  0.006
S  -2.082  1.833  -0.941  0.226
H  2.096  3.871  -1.978  0.001
H  1.106  5.873  -3.084  0.000
H  -1.397  6.043  -3.235  0.000
H  -2.773  4.184  -2.252  -0.002
F  -0.886  -5.429  -1.542  0.001
C  -0.604  -5.002  -0.291  0.003
F  0.731  -4.952  -0.211  0.001
F  -0.987  -5.999  0.526  0.000
C  -1.294  -3.716  0.040  -0.018
C  -2.580  -3.771  0.622  -0.005
C  -3.260  -2.577  0.857  0.005
C  -2.670  -1.382  0.533  -0.002
N  -1.425  -1.338  0.011  0.120
C  -0.752  -2.478  -0.259  0.020
S  0.765  -2.144  -1.002  0.142
H  -3.015  -4.722  0.876  0.000
H  -4.247  -2.580  1.286  0.000
H  -3.151  -0.424  0.658  0.001
O  0.974  0.081  1.636  0.009
S  2.374  0.316  2.085  0.002
C  3.487  0.012  0.646  0.002
C  3.812  1.355  0.017  -0.002
C  3.893  2.362  1.158  0.000
C  2.644  2.147  1.986  0.000
H  2.968  -0.666  -0.025  0.000
H  4.378  -0.471  1.050  0.000
H  3.008  1.635  -0.664  0.000
H  4.747  1.310  -0.541  0.000
H  3.948  3.387  0.787  0.000
H  4.778  2.171  1.767  0.000
H  1.756  2.547  1.500  0.000
H  2.723  2.546  2.997  0.000

The expectation value of S² is 0.7557. Its HOMO energy (alpha / beta) is -7.13 / -7.53 eV. The value obtained for the LUMO energy (alpha / beta) is 0.1 / -0.6 eV. The frontier orbital gap (alpha / beta) is 7.2 / 6.9 eV. Its spin multiplicity is 2.